Record 1
The following is a quantum chemistry calculation of a structure of composition C20H31Cl2CrN4O3 in a non-equilibrium geometry, from the OMol25 dataset.

```
61
Properties=species:S:1:pos:R:3:forces:R:3:mulliken_spin:R:1
O 1.496 -0.400 -2.505 1.4 -1.2 1.3 0.20
C 0.629 0.045 -3.267 -2.4 2.3 -0.9 0.44
C 0.182 1.456 -3.285 0.8 -2.6 -0.3 0.03
C 0.708 2.402 -2.385 0.3 0.8 0.4 0.12
H 1.171 2.027 -1.473 -0.1 0.2 -0.2 0.07
C 0.663 3.759 -2.690 0.1 -0.8 -0.1 -0.15
H 1.154 4.479 -2.032 -0.2 -0.1 -0.1 -0.01
C 0.044 4.176 -3.876 -0.2 0.7 0.2 0.27
H 0.110 5.226 -4.168 -0.2 -0.2 0.1 0.03
C -0.704 3.256 -4.633 0.1 -0.8 -0.2 -0.10
H -1.311 3.582 -5.481 0.2 0.0 0.2 -0.01
C -0.624 1.895 -4.347 -0.5 1.0 -0.4 0.04
H -1.142 1.141 -4.951 0.2 0.4 0.1 0.01
H 0.063 -0.633 -3.950 0.2 0.2 0.0 0.04
C -3.036 -1.148 -0.317 -1.2 -0.8 0.8 0.07
C -2.773 0.125 0.397 1.0 0.9 -3.0 -0.43
H -3.883 -1.138 -1.019 0.0 0.1 0.2 -0.01
H -3.165 -1.929 0.438 -0.1 -0.6 -0.4 0.00
H -2.135 -1.341 -0.913 -0.2 -0.1 0.1 -0.01
C -3.125 1.342 -0.051 0.2 0.5 -0.1 0.20
C -4.468 1.957 -0.294 -0.1 -0.4 -1.4 -0.04
H -2.284 1.990 -0.325 -0.4 0.5 1.2 -0.01
H -4.424 2.393 -1.309 -0.2 0.3 0.3 0.01
H -4.643 2.772 0.434 -0.1 -0.5 -0.3 0.02
H -5.312 1.244 -0.324 0.3 0.2 0.4 0.00
Cr -1.289 -0.004 1.642 0.5 0.0 -0.3 3.18
Cl -0.224 1.851 1.101 0.5 0.7 0.0 0.05
Cl -3.107 -0.055 2.934 -0.6 -0.6 1.4 -0.01
H 4.866 1.333 -1.338 -0.2 0.0 0.1 0.00
H 4.704 1.870 1.217 -0.2 -0.1 0.1 0.00
C 3.770 1.469 -1.295 0.0 -0.2 0.0 0.03
C 3.607 1.798 1.151 -0.3 0.0 -0.2 0.00
N 3.235 1.012 -0.016 0.3 -0.5 0.4 0.00
H 3.296 0.909 -2.112 0.0 0.2 0.3 -0.02
C 2.673 -0.221 0.146 -0.1 0.2 -0.1 0.01
O 2.216 -0.654 1.211 0.5 0.1 -0.5 0.01
H 3.195 1.316 2.041 0.1 0.2 -0.2 0.00
H 2.632 -0.800 -0.800 -0.1 0.4 0.4 -0.01
H 3.550 2.542 -1.408 0.0 -0.4 0.0 0.00
H 3.203 2.814 1.046 0.0 -0.2 0.2 0.00
H -0.412 -5.485 1.828 -0.2 0.2 -0.1 0.00
H 1.409 -5.445 -0.127 -0.1 0.3 -0.1 0.00
C -0.978 -4.831 1.147 0.2 0.0 -0.1 0.00
C 0.763 -4.694 -0.609 0.0 0.1 0.1 0.00
N -0.043 -3.999 0.391 -0.2 0.0 -0.1 0.01
H -1.662 -4.190 1.710 0.1 -0.2 -0.2 0.00
C -0.003 -2.669 0.513 -0.6 0.6 0.6 -0.01
O -0.754 -2.034 1.306 0.9 -1.0 -0.7 -0.02
H 1.379 -3.958 -1.138 -0.1 -0.3 0.0 0.00
H 0.762 -2.186 -0.124 -0.5 0.1 0.3 0.01
H -1.528 -5.471 0.441 0.0 0.3 0.3 0.00
H 0.107 -5.218 -1.322 0.2 0.3 0.2 0.00
N 0.173 -1.318 3.956 -0.4 0.9 -0.2 0.01
C 0.403 -1.242 5.278 -0.1 0.9 -0.2 0.01
C 0.255 0.104 5.624 0.0 -0.6 -0.2 -0.01
C -0.092 0.772 4.440 0.2 -1.6 -0.6 0.03
N -0.156 -0.111 3.421 1.0 -0.3 1.8 -0.04
H 0.181 -2.130 3.347 -0.1 0.4 0.1 0.00
H 0.640 -2.123 5.847 0.1 0.0 0.1 0.00
H 0.341 0.556 6.592 0.1 -0.1 0.2 0.00
H -0.304 1.813 4.284 -0.1 0.1 -0.2 0.00
```
Positions in Å, forces in eV/Å.

Kohn-Sham gap (alpha / beta): 3.1 / 5.8 eV
<S²>: 6.1639
Charge: -1
Energy above the lowest of the compared OMol25 structures with the same formula, charge and spin: 3.817 eV
2S+1: 5
Maximum force: 3.45 eV/A
Total energy: -86811.6133 eV
HOMO level (alpha / beta): -0.987 / -3.657 eV

***

Record 2
The following is a quantum chemistry calculation of a structure of composition C16H14N2O2Tc, from the OMol25 dataset.

```
35
Properties=species:S:1:pos:R:3:forces:R:3:mulliken_spin:R:1
Tc 0.310 -0.280 -0.311 -0.2 0.2 0.1 1.11
O 1.958 0.362 -0.093 0.2 0.0 0.1 -0.03
C 2.707 1.476 0.042 0.0 0.1 0.0 -0.01
C 4.040 1.383 0.392 0.0 0.0 0.0 0.00
C 4.757 2.563 0.510 0.0 0.0 0.0 0.01
C 4.158 3.806 0.280 0.0 0.0 0.0 -0.01
C 2.831 3.882 -0.078 0.0 0.0 0.0 0.02
C 2.077 2.706 -0.201 0.0 -0.1 0.0 0.00
C 0.717 2.741 -0.614 0.0 0.0 0.0 0.05
N -0.080 1.719 -0.729 0.0 0.0 -0.1 -0.08
C -1.424 1.963 -1.281 0.0 0.0 0.0 -0.03
C -2.389 1.118 -0.491 0.0 0.0 0.0 0.02
N -1.766 -0.209 -0.291 -0.1 0.0 0.1 -0.04
C -2.597 -1.190 -0.063 0.0 0.0 0.0 0.02
C -2.271 -2.538 0.239 0.1 0.0 0.0 0.00
C -3.273 -3.498 0.455 0.0 0.0 0.0 0.02
C -2.920 -4.793 0.756 0.0 0.0 0.0 -0.01
C -1.570 -5.153 0.849 0.0 0.0 0.0 0.01
C -0.559 -4.229 0.649 0.0 0.0 0.0 0.01
C -0.929 -2.933 0.342 -0.2 0.0 0.0 -0.02
O 0.000 -1.982 0.135 0.1 -0.2 -0.1 -0.04
H 4.496 0.418 0.563 0.0 0.0 0.0 0.00
H 5.802 2.519 0.785 0.0 0.0 0.0 0.00
H 4.745 4.708 0.380 0.0 0.0 0.0 0.00
H 2.362 4.840 -0.264 0.0 0.0 0.0 0.00
H 0.316 3.718 -0.879 0.0 0.0 0.0 0.00
H -1.422 1.674 -2.334 0.0 0.0 0.0 0.01
H -1.678 3.020 -1.214 0.0 0.0 0.0 0.01
H -3.330 1.005 -1.027 0.0 0.0 0.0 0.00
H -2.589 1.560 0.486 0.1 0.0 0.0 0.00
H -3.658 -0.952 -0.105 0.0 0.0 0.0 0.00
H -4.314 -3.210 0.385 0.0 0.0 0.0 0.00
H -3.684 -5.539 0.921 0.0 0.0 0.0 0.00
H -1.309 -6.176 1.084 0.0 0.0 0.0 0.00
H 0.486 -4.498 0.721 0.0 0.0 0.0 0.00
```
Positions in Å, forces in eV/Å.

Kohn-Sham gap (alpha / beta): 6.2 / 6.8 eV
<S²>: 0.7726
Charge: +2
2S+1: 2
Maximum force: 0.25 eV/A
Total energy: -26076.3780 eV
HOMO level (alpha / beta): -15.455 / -15.721 eV

***

Record 3
The following is a quantum chemistry calculation of a cluster of 13 separate species, C66H69F9O4 in total in a non-equilibrium geometry, from the OMol25 dataset.

```
148
Properties=species:S:1:pos:R:3:forces:R:3:lowdin_charge:R:1
F 5.113 -3.043 -6.175 1.1 0.1 -0.4 0.07
C 4.108 -3.095 -5.310 -0.7 0.2 0.4 -0.31
C 2.943 -3.654 -5.777 0.0 -0.5 -0.5 -0.03
C 1.825 -3.676 -4.989 -0.4 0.4 1.2 -0.06
C 1.881 -3.089 -3.702 0.8 -0.5 -1.0 -0.06
C 3.096 -2.606 -3.219 -0.7 -0.2 -1.0 -0.07
C 4.223 -2.572 -4.046 -0.4 -0.3 0.3 0.00
H 2.962 -4.086 -6.768 -0.1 0.0 -0.1 0.12
H 0.923 -4.151 -5.356 0.0 0.2 0.1 0.10
H 1.005 -3.013 -3.098 -0.5 -0.1 0.3 0.07
H 3.100 -2.217 -2.227 0.4 0.3 0.4 0.05
H 5.150 -2.161 -3.716 0.5 0.3 0.2 0.10
F -4.159 -0.584 0.264 0.0 -0.4 0.7 0.01
C -4.206 -0.810 1.623 -2.3 -0.1 -0.4 -0.25
C -3.059 -0.779 2.359 0.2 -0.1 -1.1 -0.02
C -3.177 -0.871 3.721 1.2 0.4 1.4 -0.10
C -4.383 -0.957 4.349 -2.0 -0.5 0.3 -0.09
C -5.569 -1.043 3.590 0.6 0.1 -1.3 -0.06
C -5.497 -1.011 2.176 1.6 0.7 1.0 0.01
H -2.138 -0.728 1.798 0.3 0.2 0.4 0.10
H -2.316 -0.764 4.382 0.1 -0.2 -0.4 0.09
H -4.467 -1.028 5.440 0.2 0.2 -0.5 0.11
H -6.543 -1.081 4.058 0.0 -0.1 0.1 0.10
H -6.355 -0.974 1.524 -0.1 -0.1 0.1 0.11
F 4.123 -2.703 -0.061 -0.6 -0.7 -0.5 0.06
C 4.540 -2.803 1.197 2.0 1.3 1.2 -0.28
C 5.201 -1.643 1.686 -1.6 -1.3 -0.4 -0.01
C 5.565 -1.609 3.000 0.8 0.2 1.4 -0.09
C 5.508 -2.766 3.812 -0.4 0.3 -1.1 -0.09
C 4.985 -3.939 3.268 0.6 0.9 0.7 -0.08
C 4.507 -3.952 1.955 -1.2 -1.1 -0.2 -0.02
H 5.254 -0.809 1.020 0.1 0.5 -0.2 0.10
H 5.923 -0.660 3.433 0.0 -0.6 -0.3 0.11
H 5.868 -2.747 4.828 0.0 0.1 0.1 0.09
H 4.993 -4.801 3.935 -0.3 -0.1 -0.6 0.11
H 4.001 -4.862 1.591 0.4 0.6 0.0 0.12
F -4.936 2.386 -6.506 0.1 -0.8 0.4 0.02
C -4.757 1.272 -5.710 -0.2 0.9 0.0 -0.28
C -5.646 0.236 -5.830 -1.0 -0.9 0.2 -0.03
C -5.588 -0.900 -4.985 -0.3 1.0 -1.5 -0.08
C -4.584 -0.928 -4.060 1.0 0.0 0.7 -0.11
C -3.651 0.118 -3.965 0.1 1.5 -0.3 -0.05
C -3.752 1.299 -4.762 -0.1 -1.6 0.3 0.01
H -6.485 0.339 -6.506 0.2 0.0 -0.2 0.11
H -6.304 -1.724 -5.147 0.4 0.6 0.3 0.11
H -4.496 -1.771 -3.390 0.2 0.0 0.0 0.09
H -2.824 0.095 -3.253 -0.4 -0.3 -0.1 0.09
H -3.086 2.161 -4.699 0.0 -0.5 0.1 0.09
F -1.484 1.897 -0.672 -1.1 1.1 -0.1 0.05
C -0.664 0.862 -0.689 0.5 -1.5 0.3 -0.30
C -1.194 -0.420 -0.493 1.5 0.2 -0.1 0.00
C -0.250 -1.490 -0.416 -0.6 0.8 0.1 -0.06
C 1.101 -1.242 -0.603 0.5 1.2 -0.3 -0.09
C 1.562 0.073 -0.877 -0.6 -0.9 0.4 -0.05
C 0.689 1.136 -0.861 -0.3 -0.7 -0.6 -0.01
H -2.273 -0.538 -0.404 0.6 -0.1 -0.1 0.09
H -0.587 -2.496 -0.167 0.0 0.2 -0.2 0.09
H 1.870 -2.000 -0.592 -0.3 -0.4 0.2 0.07
H 2.594 0.275 -1.101 0.3 -0.3 0.1 0.08
H 1.048 2.106 -1.155 -0.2 0.4 0.2 0.11
F -1.470 2.350 6.339 0.3 -0.1 0.2 0.06
C -1.426 2.869 5.097 -1.2 1.0 0.2 -0.28
C -1.843 4.188 4.918 0.4 -0.4 -3.8 0.02
C -1.910 4.637 3.526 0.4 0.1 2.2 -0.06
C -1.565 3.788 2.479 -0.1 1.4 0.8 -0.13
C -1.134 2.516 2.758 0.5 -0.9 -1.4 -0.09
C -1.107 2.039 4.044 0.4 -0.6 0.3 -0.02
H -2.094 4.892 5.664 -0.2 0.2 1.0 0.09
H -2.134 5.711 3.360 -0.1 -0.9 0.0 0.11
H -1.565 4.193 1.486 0.0 -0.1 -0.4 0.09
H -0.775 1.898 1.906 -0.4 0.2 0.8 0.11
H -0.806 1.018 4.247 0.1 0.1 0.1 0.09
F -0.376 -2.432 3.402 0.0 -0.2 -0.4 0.05
C 0.413 -1.509 3.982 0.9 0.6 -0.9 -0.31
C 0.330 -1.381 5.332 0.2 0.1 0.7 -0.03
C 1.120 -0.390 5.942 0.3 0.3 -0.1 -0.06
C 2.020 0.396 5.194 -1.3 -0.8 0.0 -0.08
C 2.079 0.193 3.819 0.5 0.3 -0.1 -0.09
C 1.290 -0.752 3.197 -0.7 -0.8 0.1 0.00
H -0.301 -2.143 5.799 0.1 0.7 0.5 0.13
H 1.027 -0.180 7.002 0.0 -0.3 0.0 0.10
H 2.588 1.194 5.647 0.1 -0.1 0.2 0.10
H 2.763 0.793 3.227 -0.1 -0.1 0.0 0.09
H 1.330 -0.970 2.136 0.1 0.3 -0.1 0.10
F 1.169 -6.595 -2.094 -0.3 -0.6 0.2 0.05
C 0.674 -6.156 -0.913 0.2 1.0 0.2 -0.28
C 1.357 -5.078 -0.363 -1.3 -0.7 0.8 0.02
C 0.796 -4.523 0.828 1.3 0.4 -1.7 -0.09
C -0.377 -4.995 1.322 -1.5 -0.6 0.8 -0.11
C -1.038 -6.082 0.747 0.1 -0.1 0.1 -0.09
C -0.497 -6.679 -0.361 0.7 -0.5 -0.7 -0.03
H 2.249 -4.825 -0.915 0.2 0.7 0.4 0.11
H 1.178 -3.615 1.275 0.5 -0.1 0.0 0.09
H -0.824 -4.530 2.189 0.1 0.1 0.0 0.10
H -1.977 -6.504 1.108 0.3 0.4 0.3 0.12
H -0.928 -7.591 -0.740 -0.1 0.0 -0.4 0.12
F 2.489 2.689 1.705 -0.3 -0.1 0.0 0.04
C 3.007 3.930 1.606 0.0 -0.4 0.4 -0.30
C 4.152 4.189 2.330 0.4 -0.1 -0.6 -0.01
C 4.754 5.432 2.138 0.2 -0.2 1.3 -0.09
C 4.166 6.370 1.330 0.0 0.4 -1.3 -0.10
C 3.030 6.060 0.593 -0.2 -0.6 1.1 -0.07
C 2.383 4.847 0.798 0.3 0.4 -0.4 -0.01
H 4.574 3.355 2.888 0.0 0.4 0.1 0.12
H 5.630 5.734 2.711 0.0 -0.3 -0.2 0.11
H 4.626 7.332 1.137 0.1 -0.1 0.3 0.11
H 2.610 6.782 -0.054 -0.4 0.6 -0.6 0.09
H 1.446 4.608 0.331 -0.1 -0.1 -0.2 0.11
C -1.678 -4.828 -3.600 -0.1 0.3 1.5 0.00
C -2.072 -3.535 -2.853 0.2 1.2 -0.4 -0.45
O -1.760 -2.414 -3.242 -0.2 -1.5 0.1 0.04
C -2.823 -3.674 -1.549 0.0 -1.5 -0.3 -0.01
H -1.480 -4.655 -4.632 0.1 0.3 -0.7 0.06
H -2.458 -5.596 -3.488 0.3 0.2 0.0 0.09
H -0.741 -5.185 -3.127 -0.5 0.0 -0.2 0.07
H -3.080 -2.749 -1.082 0.1 0.7 0.1 0.06
H -2.240 -4.311 -0.881 0.3 0.2 0.2 0.06
H -3.732 -4.272 -1.669 -0.1 0.1 -0.3 0.09
C 6.730 1.286 -1.065 -1.3 -0.3 -1.0 -0.01
C 5.367 0.971 -1.762 0.4 0.6 0.7 -0.47
O 4.967 -0.161 -1.882 0.2 -0.3 0.2 0.05
C 4.524 2.099 -2.323 1.1 0.5 -0.1 -0.01
H 7.308 1.927 -1.730 0.1 0.1 0.1 0.08
H 7.230 0.324 -0.943 0.1 0.2 0.3 0.08
H 6.543 1.830 -0.134 0.1 -0.2 0.0 0.08
H 3.537 1.722 -2.486 -0.6 -0.2 -0.2 0.05
H 4.992 2.333 -3.301 -0.4 0.1 0.4 0.10
H 4.487 3.024 -1.721 0.2 -0.4 -0.2 0.09
C -1.081 6.212 -4.416 -0.1 -0.5 0.6 -0.01
C -1.559 4.810 -3.973 1.1 3.1 2.0 -0.51
O -1.349 3.831 -4.593 0.1 -1.9 -1.9 0.09
C -2.032 4.691 -2.557 -1.2 -0.2 0.2 -0.02
H -0.557 6.727 -3.583 -0.2 -0.5 -0.4 0.08
H -1.879 6.887 -4.720 -0.2 -0.2 -0.1 0.08
H -0.401 6.028 -5.223 0.4 0.3 -0.6 0.07
H -1.286 4.163 -1.979 0.2 -0.3 0.0 0.07
H -2.913 4.033 -2.645 0.2 0.3 0.6 0.09
H -2.255 5.623 -2.026 -0.1 -0.1 -0.4 0.08
C -5.257 2.828 2.834 1.3 -1.5 -0.4 0.00
C -5.598 2.281 1.431 2.9 2.4 0.1 -0.50
O -6.672 1.856 1.217 -2.4 -1.4 -0.6 0.08
C -4.573 2.556 0.278 -0.3 -0.5 1.0 -0.01
H -5.778 2.185 3.533 -0.1 0.0 0.3 0.07
H -5.599 3.835 2.961 -0.2 0.6 -0.1 0.07
H -4.163 2.768 3.044 -0.7 0.2 -0.1 0.07
H -4.509 3.637 0.195 -0.1 0.3 -0.1 0.07
H -4.950 2.132 -0.659 0.3 0.0 0.3 0.08
H -3.539 2.248 0.530 -0.7 -0.2 -0.2 0.05
```
Positions in Å, forces in eV/Å.

Kohn-Sham gap: 8.9 eV
Energy above the lowest of the compared OMol25 structures with the same formula, charge and spin: 0.000 eV
2S+1: 1
Maximum force: 3.83 eV/A
Total energy: -102206.8497 eV
HOMO level: -8.671 eV

***

Question: Look up the 2S+1 of the third one.
Answer: 1

***

Question: The lowest total energy belongs to which entry?
Answer: C66H69F9O4

***

Question: Which formula does entry 3 have?
Answer: C66H69F9O4

***

Question: Look up the maximum force of the third one.
Answer: 3.83 eV/A